C30H49N11O5OsS2 as an isolated structure in a non-equilibrium geometry. Source: the Open Molecules 2025 dataset; level of theory: ωB97M-V/def2-TZVPD.

Computed properties:
Relative energy (zero: lowest compared OMol25 entry of this formula, charge and spin) ... 0.0 kJ/mol
E_tot ... -3037.6431 Eh
2S+1 ... 5
Maximum force ... 2.7 eV/Å
Charge ... +2
LUMO (alpha / beta) ... -4.800 / -6.844 eV

The geometry in XYZ format:
```
98
Properties=species:S:1:pos:R:3:forces:R:3
Os 6.825236 -18.537095 5.933480 0.0 1.7 -1.1
C 6.542927 -15.247755 8.769930 0.2 -1.3 -0.1
N 7.240243 -15.566876 7.544780 1.3 0.4 -1.3
C 8.680613 -15.989193 7.554671 0.5 0.6 0.6
C 6.558371 -15.547864 6.394543 -0.4 -0.7 0.9
N 6.781790 -16.556725 5.489287 0.2 0.0 -0.7
C 6.910792 -16.074565 4.141745 -0.2 -0.1 -0.3
C 7.645704 -14.927071 3.960943 -0.3 -0.2 -1.9
C 7.670108 -14.348036 2.640401 0.0 -0.1 1.1
C 6.924756 -14.858713 1.625622 -0.1 -0.2 -0.1
C 6.146924 -16.036488 1.781445 0.3 0.1 0.4
C 5.395236 -16.562016 0.688584 0.0 -0.3 0.9
C 4.617596 -17.673981 0.907360 -0.1 -0.7 -0.2
C 4.778411 -18.414061 2.124082 -0.9 -0.2 -1.5
C 5.599742 -17.971708 3.098315 0.7 -0.3 1.3
N 5.989591 -18.914088 4.100493 0.5 0.9 0.8
C 6.089276 -20.197474 3.634268 0.3 -0.5 -0.2
N 6.856307 -20.453818 2.562732 -0.8 -0.5 0.4
C 6.495932 -21.511270 1.620293 1.4 0.2 -0.9
C 7.901386 -19.582234 2.069688 0.4 0.5 -0.1
N 5.404767 -21.151221 4.259825 1.0 -0.7 -0.3
C 5.890936 -22.550062 4.217089 0.2 0.5 1.3
C 4.402988 -20.819805 5.253685 -1.1 -0.4 -0.9
C 6.189034 -16.691054 3.042422 0.6 0.5 0.1
N 5.522478 -14.722630 6.219077 0.0 -0.1 0.3
C 5.396158 -13.360553 6.737327 1.7 -0.2 -0.7
C 4.480987 -15.057043 5.281255 0.4 0.1 -1.1
H 6.919350 -15.950072 9.517256 -0.2 0.2 0.1
H 5.496177 -15.451562 8.564810 -0.2 0.0 0.3
H 6.658502 -14.257863 9.128237 0.3 1.1 0.3
H 9.311733 -15.162683 7.975037 -0.7 -0.7 -0.1
H 9.122847 -16.170552 6.561575 -0.8 0.1 0.2
H 8.825426 -16.918331 8.135674 -0.2 0.6 -0.2
H 8.226024 -14.492167 4.762226 0.0 0.1 0.1
H 8.257265 -13.461946 2.460838 0.1 0.1 0.1
H 6.934826 -14.386319 0.653717 0.0 0.1 0.0
H 5.528053 -16.055226 -0.255260 -0.5 -0.1 -0.2
H 3.948172 -18.111997 0.140271 0.6 0.5 0.4
H 4.350430 -19.427903 2.217743 0.0 0.8 -0.2
H 5.491891 -21.845649 1.798112 -0.4 -0.2 -0.1
H 7.222687 -22.347964 1.657669 -0.5 0.3 0.1
H 6.608463 -21.059382 0.603808 -0.4 -0.4 0.7
H 8.099378 -18.759926 2.782870 0.0 -0.6 -0.5
H 7.590333 -19.166212 1.091466 0.2 -0.1 0.5
H 8.805270 -20.206416 1.915027 -0.4 0.5 0.2
H 6.892182 -22.565754 3.819756 0.1 -0.1 -0.2
H 5.216625 -23.176137 3.668483 -0.3 -0.4 -0.3
H 6.004235 -22.908772 5.259128 -0.3 0.2 -0.5
H 4.103650 -19.816589 5.043448 -0.5 0.7 0.1
H 4.753784 -20.849309 6.275847 0.2 -0.5 0.1
H 3.516760 -21.463965 5.076343 0.6 0.2 0.4
H 6.395244 -12.950427 6.916174 -0.2 0.0 0.1
H 4.827576 -13.318549 7.629945 -0.7 0.1 0.8
H 4.960213 -12.785930 5.934176 -0.3 0.3 0.0
H 4.424381 -16.113165 5.146180 -0.4 -0.8 0.2
H 4.755363 -14.690703 4.286925 -0.3 0.4 0.0
H 3.534563 -14.642914 5.598690 -0.1 0.1 0.1
O 8.887931 -20.849118 7.776564 0.3 -0.2 -1.0
S 8.586657 -20.821017 6.364798 -0.2 -0.9 0.3
O 7.040602 -20.368578 6.334998 -0.4 -1.0 0.1
O 8.645189 -22.010392 5.545887 0.3 0.9 0.9
S 9.323429 -19.198945 5.404681 -0.2 0.3 0.3
C 0.106372 -15.514984 7.122288 0.4 -0.2 -0.4
N 1.438927 -15.882215 6.631129 -0.8 -0.2 -0.6
C 2.424812 -16.006219 7.678071 0.1 -0.1 -0.2
C 1.552491 -16.608669 5.438618 0.8 -0.2 1.3
O 2.391374 -17.527210 5.385213 -0.2 -0.2 -0.3
N 0.767999 -16.242560 4.410125 -0.5 1.0 -0.1
C 0.240839 -14.835180 4.287544 0.0 -2.1 -1.7
C 0.711129 -17.053303 3.193369 0.4 0.8 -0.2
H -0.109715 -16.085797 8.041429 0.0 0.4 -0.2
H -0.589012 -15.822845 6.347477 -0.3 0.2 0.3
H 0.049874 -14.432736 7.277182 -0.2 -0.2 0.2
H 2.627336 -14.983332 7.996105 0.1 0.0 0.6
H 3.351190 -16.395756 7.248591 -0.2 -0.2 0.3
H 2.053485 -16.632447 8.528989 0.4 0.5 -0.6
H 0.802114 -14.184948 4.879262 0.8 1.0 1.1
H -0.812560 -14.799162 4.519074 -0.3 0.2 0.1
H 0.391332 -14.534755 3.239968 -0.2 -0.1 0.3
H 0.973149 -18.081385 3.377715 0.3 -0.2 0.2
H 1.383358 -16.610683 2.434596 -0.2 -0.4 0.2
H -0.292892 -17.038357 2.794234 -0.3 0.1 0.0
C 7.479400 -19.008090 10.333397 -0.3 1.5 0.4
N 6.152174 -19.212058 9.766573 -0.5 -0.6 0.5
C 5.103526 -19.835466 10.375872 -1.3 0.1 -0.2
C 3.873560 -19.891266 9.751839 1.0 0.4 0.4
C 3.768894 -19.297035 8.439863 0.3 -1.3 0.5
N 4.857778 -18.849317 7.816729 0.2 0.6 0.6
C 5.974771 -18.752856 8.529327 0.5 0.7 -1.2
O 7.001138 -18.175660 7.987842 -0.5 -0.6 -0.6
N 2.642675 -19.324643 7.758283 -1.3 -0.2 0.5
H 7.584602 -19.443767 11.300553 -0.4 -0.1 0.8
H 7.625425 -17.898961 10.348515 0.3 -1.1 0.2
H 8.190650 -19.494495 9.723646 0.9 -0.3 -0.9
H 5.294941 -20.204701 11.382361 -0.1 0.0 -0.3
H 2.998975 -20.314894 10.237885 0.3 0.0 0.0
H 1.778583 -19.625379 8.204663 0.5 0.0 -0.1
H 2.518653 -18.753509 6.937829 0.2 0.4 -0.8
```
Forces are in eV/Å.